(1)
62
Properties=species:S:1:pos:R:3 method="wB97M-V/def2-TZVPD" e_lumo_ev=0.65 homo_ev=-7.298 e_above_lowest_kcal_mol=10.42 gap_ev=7.95
C 2.1944 -2.3874 3.9347
C 0.8845 -2.1701 3.2568
C 0.7400 -1.5366 2.0629
N -0.4873 -1.3361 1.4552
C -0.6938 -0.6469 0.1944
C 0.4091 -0.9140 -0.8061
C 0.9184 0.0773 -1.6651
C 2.0207 -0.1933 -2.4608
C 2.5476 -1.5041 -2.5264
C 1.8439 -2.5566 -1.8788
C 0.8216 -2.2386 -0.9919
C 2.1983 -3.9774 -2.1340
C 3.1114 -4.1454 -3.3481
C 4.2132 -3.1056 -3.3485
N 3.7023 -1.7648 -3.2009
C 4.6830 -0.7307 -3.4657
C -1.1503 0.7961 0.4171
C -0.3078 1.9202 0.3844
C -0.8501 3.1966 0.3775
C -2.2345 3.4104 0.5579
C -3.0635 2.2719 0.7279
C -2.5027 1.0053 0.6608
C -4.5169 2.4251 0.9945
C -5.0772 3.7968 0.6219
C -4.1259 4.9122 1.0354
N -2.7724 4.6629 0.5839
C -1.9076 5.8222 0.5360
C -1.6482 -1.8787 2.0212
O -2.7511 -1.8423 1.4797
N -1.4756 -2.4870 3.2459
C -0.2970 -2.7041 3.9436
O -0.3389 -3.3056 5.0154
H 2.0115 -2.8889 4.8886
H 2.8773 -3.0191 3.3544
H 2.7180 -1.4467 4.1440
H 1.6128 -1.1844 1.5096
H -1.5667 -1.1434 -0.2582
H 0.4804 1.0732 -1.6899
H 2.4637 0.6122 -3.0375
H 0.3314 -3.0543 -0.4452
H 1.2778 -4.5529 -2.3021
H 2.6771 -4.4243 -1.2497
H 2.5113 -4.0496 -4.2591
H 3.5644 -5.1372 -3.3486
H 4.7795 -3.1415 -4.2850
H 4.9173 -3.3108 -2.5253
H 4.3952 0.2264 -3.0200
H 5.6607 -1.0262 -3.0547
H 4.8116 -0.5876 -4.5489
H 0.7746 1.8038 0.3290
H -0.1912 4.0491 0.2154
H -3.1454 0.1385 0.7825
H -5.0662 1.6579 0.4381
H -4.7139 2.2456 2.0641
H -6.0385 3.9565 1.1200
H -5.2457 3.8513 -0.4602
H -4.1541 5.0197 2.1388
H -4.4350 5.8728 0.6073
H -1.2602 5.7740 -0.3497
H -2.5367 6.7133 0.4601
H -1.2681 5.9172 1.4308
H -2.3308 -2.8163 3.6703

=====

(2)
62
Properties=species:S:1:pos:R:3 method="wB97M-V/def2-TZVPD" total_charge=-2 e_lumo_ev=4.22 homo_ev=-1.494 e_above_lowest_kcal_mol=0.00 gap_ev=5.71
Pd -0.5818 -0.3516 -1.1373
C -0.1950 -3.7830 0.5125
Si 0.4342 -2.8440 1.9950
C 0.9073 -4.0630 3.3535
C -1.0238 -1.8276 2.6932
C -1.7381 -2.5208 3.6796
C -2.8928 -2.0234 4.2678
C -3.3660 -0.7860 3.8752
C -2.6821 -0.0817 2.8944
C -1.5232 -0.5680 2.2807
Si -0.7699 0.5606 0.9470
C -2.0000 1.9837 0.6730
C 0.7407 1.3906 1.7257
H -1.0399 -4.4094 0.8154
H 0.5885 -4.4233 0.1003
H -0.5655 -3.0982 -0.2541
H 0.9083 -3.5916 4.3386
H 1.9109 -4.4333 3.1503
H 0.2282 -4.9204 3.3793
H -1.3863 -3.4926 4.0042
H -3.4135 -2.6030 5.0227
H -4.2653 -0.3702 4.3176
H -3.0804 0.8783 2.5890
H -2.1486 2.6100 1.5598
H -2.9657 1.5933 0.3435
H -1.6141 2.6199 -0.1287
H 0.4496 1.8069 2.6962
H 1.1034 2.2140 1.1032
H 1.5591 0.6906 1.8967
C 4.7577 2.9194 -2.1447
C 3.4937 2.1434 -1.9013
C 3.4680 1.0385 -1.0662
C 2.2744 0.3644 -0.8689
N 1.1342 0.7215 -1.4578
C 1.1495 1.7826 -2.2739
C 2.2962 2.5129 -2.5085
H 5.5799 2.5225 -1.5508
H 4.6237 3.9718 -1.8862
H 5.0420 2.8735 -3.1981
H 4.3448 0.7019 -0.5289
H 2.2051 -0.4731 -0.1926
H 0.2100 2.0353 -2.7471
H 2.2476 3.3656 -3.1751
F 3.7760 -2.7038 3.0425
Te 3.6528 -2.4056 1.1885
F 4.1376 -0.5605 1.7136
F 5.5755 -2.8921 1.2997
F -2.2696 -1.2639 -0.6133
F 3.2120 -4.3318 1.1736
O 1.7472 -1.9266 1.6109
Te -0.8155 -0.8238 -3.9845
C -2.0951 0.8625 -3.9648
C -2.0034 1.8802 -4.9200
C -2.7999 3.0170 -4.8475
C -3.7116 3.1712 -3.8111
C -3.8222 2.1644 -2.8578
C -3.0339 1.0243 -2.9358
H -1.2823 1.7800 -5.7233
H -2.6995 3.7913 -5.6016
H -4.3236 4.0635 -3.7439
H -4.5228 2.2690 -2.0367
H -3.1269 0.2478 -2.1828

=====

(3)
46
Properties=species:S:1:pos:R:3 method="wB97M-V/def2-TZVPD" e_lumo_ev=0.21 homo_ev=-9.819 e_above_lowest_kcal_mol=45.35 gap_ev=10.03
C 2.4369 -3.4140 -3.5572
O 1.9723 -2.0815 -3.5426
C 1.1716 -1.7763 -4.6830
C 0.8310 -0.2422 -4.6121
C 0.1375 0.1993 -3.3021
N -0.0425 0.0947 -5.7286
H 1.8236 -4.1594 -3.0508
H 3.3750 -3.3911 -3.0028
H 2.5553 -3.7515 -4.5869
H 1.6749 -2.0298 -5.6160
H 0.2984 -2.4225 -4.5926
H 1.8260 0.2028 -4.6095
H 0.6979 0.1782 -2.3674
H -0.8329 -0.2765 -3.1601
H -0.0045 1.2769 -3.3841
H -0.5052 0.9539 -5.4682
H 0.4603 0.5314 -6.4879
O -4.2250 -6.0777 0.6447
C -3.2000 -5.1285 0.2964
C -1.7719 -5.4012 0.8224
O -1.7999 -5.2327 2.2834
H -4.9858 -5.6713 0.2234
H -3.0183 -5.2396 -0.7726
H -3.6539 -4.2159 0.6828
H -0.9753 -4.7335 0.4941
H -1.4280 -6.3939 0.5318
H -0.8876 -5.3854 2.5402
O 0.1640 6.1604 2.2821
C -0.5902 7.3991 2.1904
C -2.0874 7.2552 2.2060
O -2.5085 6.1630 1.4149
H 0.7101 6.1143 1.4939
H -0.1602 7.9934 2.9966
H -0.3392 7.9054 1.2583
H -2.6474 8.1161 1.8409
H -2.4970 6.9757 3.1767
H -1.9980 5.4312 1.7690
O 4.0339 2.8331 5.6682
H 3.5047 3.2436 4.9843
H 4.7848 3.4172 5.7737
O 3.3664 -1.6561 5.7477
H 3.6044 -1.8421 4.8395
H 3.8803 -0.8816 5.9766
O -1.4186 -0.2193 3.4861
H -0.6483 0.2666 3.1915
H -1.0837 -1.0879 3.7087

=====

Please write out number 2 again, unchanged.
62
Properties=species:S:1:pos:R:3 method="wB97M-V/def2-TZVPD" total_charge=-2 e_lumo_ev=4.22 homo_ev=-1.494 e_above_lowest_kcal_mol=0.00 gap_ev=5.71
Pd -0.5818 -0.3516 -1.1373
C -0.1950 -3.7830 0.5125
Si 0.4342 -2.8440 1.9950
C 0.9073 -4.0630 3.3535
C -1.0238 -1.8276 2.6932
C -1.7381 -2.5208 3.6796
C -2.8928 -2.0234 4.2678
C -3.3660 -0.7860 3.8752
C -2.6821 -0.0817 2.8944
C -1.5232 -0.5680 2.2807
Si -0.7699 0.5606 0.9470
C -2.0000 1.9837 0.6730
C 0.7407 1.3906 1.7257
H -1.0399 -4.4094 0.8154
H 0.5885 -4.4233 0.1003
H -0.5655 -3.0982 -0.2541
H 0.9083 -3.5916 4.3386
H 1.9109 -4.4333 3.1503
H 0.2282 -4.9204 3.3793
H -1.3863 -3.4926 4.0042
H -3.4135 -2.6030 5.0227
H -4.2653 -0.3702 4.3176
H -3.0804 0.8783 2.5890
H -2.1486 2.6100 1.5598
H -2.9657 1.5933 0.3435
H -1.6141 2.6199 -0.1287
H 0.4496 1.8069 2.6962
H 1.1034 2.2140 1.1032
H 1.5591 0.6906 1.8967
C 4.7577 2.9194 -2.1447
C 3.4937 2.1434 -1.9013
C 3.4680 1.0385 -1.0662
C 2.2744 0.3644 -0.8689
N 1.1342 0.7215 -1.4578
C 1.1495 1.7826 -2.2739
C 2.2962 2.5129 -2.5085
H 5.5799 2.5225 -1.5508
H 4.6237 3.9718 -1.8862
H 5.0420 2.8735 -3.1981
H 4.3448 0.7019 -0.5289
H 2.2051 -0.4731 -0.1926
H 0.2100 2.0353 -2.7471
H 2.2476 3.3656 -3.1751
F 3.7760 -2.7038 3.0425
Te 3.6528 -2.4056 1.1885
F 4.1376 -0.5605 1.7136
F 5.5755 -2.8921 1.2997
F -2.2696 -1.2639 -0.6133
F 3.2120 -4.3318 1.1736
O 1.7472 -1.9266 1.6109
Te -0.8155 -0.8238 -3.9845
C -2.0951 0.8625 -3.9648
C -2.0034 1.8802 -4.9200
C -2.7999 3.0170 -4.8475
C -3.7116 3.1712 -3.8111
C -3.8222 2.1644 -2.8578
C -3.0339 1.0243 -2.9358
H -1.2823 1.7800 -5.7233
H -2.6995 3.7913 -5.6016
H -4.3236 4.0635 -3.7439
H -4.5228 2.2690 -2.0367
H -3.1269 0.2478 -2.1828